[1]
The following is a DFT calculation (wB97M-V/def2-TZVPD) of a 2-piece molecular cluster, CH5NSi2 overall.

Last column: Löwdin charge in e.
CARTESIAN COORDINATES (ANGSTROEM)
1 C -0.917 0.576 -0.950  -0.45
2 N -0.181 -0.002 -0.219  -0.02
3 Si 1.351 -0.951 1.670  0.53
4 Si -1.426 1.131 -2.570  0.68
5 H -0.013 -1.437 1.970  -0.16
6 H 2.009 -0.437 0.473  -0.17
7 H 1.896 -0.566 2.949  -0.21
8 H -0.611 2.450 -2.568  -0.08
9 H -2.826 1.282 -3.014  -0.12

Output
ΔE to the lowest compared entry with this formula, charge and spin = 3.8299 eV
lowest unoccupied orbital energy (spin up / spin down) = -2.058 / 0.089 eV
DFT total energy = -18357.878 eV


[2]
The following is a DFT calculation (wB97M-V/def2-TZVPD) of CH5NiO3 as an isolated structure.

Last column: Mulliken spin population.
CARTESIAN COORDINATES (ANGSTROEM)
1 O -0.882 0.196 -1.047  0.01
2 Ni -1.907 0.444 0.565  2.85
3 H -1.023 0.712 -1.845  -0.03
4 O -0.205 0.511 1.407  0.11
5 O -0.232 -0.647 2.248  0.02
6 H 0.301 -1.301 1.779  0.00
7 C 0.726 0.057 -0.694  0.02
8 H 1.471 -0.104 -1.488  0.00
9 H 0.768 -0.987 -0.352  0.00
10 H 0.983 1.117 -0.573  0.00

Output
spin multiplicity = 4
lowest unoccupied orbital energy (spin up / spin down) = 0.385 / -0.737 eV
DFT total energy = -48295.444 eV
<S²> = 3.754


[3]
The following is a DFT calculation (wB97M-V/def2-TZVPD) of a 2-piece molecular cluster, CH5O2P overall.

Last column: Löwdin charge in e.
CARTESIAN COORDINATES (ANGSTROEM)
1 C 0.200 -0.340 1.593  -0.24
2 O 0.188 1.691 -1.226  -0.13
3 O 0.089 -2.017 -0.806  -0.42
4 P -0.391 -1.068 0.205  0.71
5 H 1.197 -0.613 1.872  0.00
6 H -0.404 0.483 1.853  -0.02
7 H 0.877 0.981 -1.142  0.03
8 H -0.091 1.698 -2.190  0.07
9 H -1.664 -0.814 -0.158  0.00

Output
ΔE to the lowest compared entry with this formula, charge and spin = 1.3776 eV
lowest unoccupied orbital energy = 0.659 eV
DFT total energy = -14500.356 eV


[4]
The following is a DFT calculation (wB97M-V/def2-TZVPD) of one molecule with the formula CH5O2P.

Last column: Löwdin charge in e.
CARTESIAN COORDINATES (ANGSTROEM)
1 O -0.241 1.258 -0.325  -0.16
2 C -0.729 0.171 0.528  -0.41
3 P 0.528 -1.290 0.439  0.84
4 O 0.247 -1.314 -1.186  -0.46
5 H 0.421 1.672 0.228  0.06
6 H -1.529 -0.341 0.070  0.04
7 H -0.879 0.655 1.448  0.06
8 H 1.431 -0.211 0.525  -0.08
9 H 0.751 -0.600 -1.728  0.10

Output
SMILES string = OCPO
ΔE to the lowest compared entry with this formula, charge and spin = 1.1092 eV
lowest unoccupied orbital energy = 0.788 eV
DFT total energy = -14500.624 eV


[5]
The following is a DFT calculation (wB97M-V/def2-TZVPD) of one molecule with the formula CH5O2PS.

Last column: Löwdin charge in e.
CARTESIAN COORDINATES (ANGSTROEM)
1 C -1.049 0.583 0.419  -0.18
2 S -0.040 -0.137 -0.868  0.33
3 O 0.135 0.878 -1.875  -0.40
4 O -0.590 -1.412 -1.242  -0.39
5 P 1.935 -0.503 -0.039  0.73
6 H -0.403 1.042 1.163  0.04
7 H -1.643 -0.202 0.875  0.06
8 H -1.654 1.345 -0.064  0.06
9 H 1.707 0.179 1.169  -0.14
10 H 1.601 -1.774 0.463  -0.12

Output
SMILES string = CS(=O)(=O)P
ΔE to the lowest compared entry with this formula, charge and spin = 2.6111 eV
lowest unoccupied orbital energy = 0.537 eV
DFT total energy = -25335.680 eV


[6]
The following is a DFT calculation (wB97M-V/def2-TZVPD) of a 2-piece molecular cluster, CH5O3 overall.

Last column: Löwdin charge in e.
CARTESIAN COORDINATES (ANGSTROEM)
1 O -1.974 -0.262 0.563  0.25
2 H -2.226 -1.176 0.353  0.17
3 H -2.514 0.312 0.008  0.17
4 H -0.934 -0.013 0.723  0.09
5 O 0.397 0.212 0.747  0.10
6 C 1.386 0.172 0.048  -0.26
7 O 1.303 0.357 -1.249  0.17
8 H 2.376 -0.075 0.439  0.17
9 H 2.186 0.473 -1.632  0.15

Output
net charge = +1
ΔE to the lowest compared entry with this formula, charge and spin = 0.1864 eV
lowest unoccupied orbital energy = -3.911 eV
DFT total energy = -7253.051 eV


[7]
The following is a DFT calculation (wB97M-V/def2-TZVPD) of CH5O3P as an isolated structure.

Last column: Löwdin charge in e.
CARTESIAN COORDINATES (ANGSTROEM)
1 C 1.525 0.264 0.212  -0.15
2 O -2.139 0.976 -0.442  -0.29
3 O -0.872 -1.591 -0.161  -0.37
4 O 0.342 0.962 -0.175  -0.42
5 P -1.080 0.471 0.627  1.01
6 H 1.420 -0.806 -0.251  0.11
7 H 1.506 0.084 1.224  0.04
8 H 2.252 0.829 -0.185  0.04
9 H -1.958 1.004 -1.400  0.09
10 H -0.996 -2.192 0.550  -0.07

Output
ΔE to the lowest compared entry with this formula, charge and spin = 1.6157 eV
lowest unoccupied orbital energy = 0.420 eV
DFT total energy = -16548.629 eV


[8]
The following is a DFT calculation (wB97M-V/def2-TZVPD) of one molecule with the formula CH5OP.

Last column: Löwdin charge in e.
CARTESIAN COORDINATES (ANGSTROEM)
1 O -1.492 -0.989 -0.005  -0.16
2 C -0.596 -0.004 0.465  -0.48
3 P 1.155 -0.705 0.036  0.79
4 H -1.612 -1.213 -0.885  0.04
5 H -0.868 0.849 -0.092  0.05
6 H -0.726 0.182 1.500  0.06
7 H 1.604 0.306 -0.824  -0.15
8 H 1.876 -0.032 1.034  -0.14

Output
SMILES string = OCP
ΔE to the lowest compared entry with this formula, charge and spin = 1.3913 eV
lowest unoccupied orbital energy = 0.945 eV
DFT total energy = -12452.748 eV